Entry 1:
Computed, not measured: a cluster of 9 separate species, C27H72O9 in total at a distorted geometry, with wB97M-V/def2-TZVPD.

Geometry as XYZ:
```
108
Properties=species:S:1:pos:R:3
C 5.331 -4.190 -3.209
C 3.797 -4.445 -3.433
C 3.186 -5.440 -2.416
O 3.181 -3.180 -3.423
H 5.555 -4.008 -2.158
H 5.653 -3.324 -3.788
H 5.930 -4.973 -3.673
H 3.598 -4.926 -4.390
H 3.600 -6.438 -2.563
H 2.130 -5.522 -2.674
H 3.257 -5.141 -1.370
H 3.525 -2.730 -4.198
C 3.515 -2.935 -7.744
C 4.731 -3.085 -6.709
C 6.201 -2.866 -7.190
O 4.456 -2.028 -5.812
H 3.504 -3.685 -8.535
H 3.432 -1.940 -8.181
H 2.562 -3.189 -7.280
H 4.613 -4.104 -6.341
H 6.325 -1.841 -7.539
H 6.416 -3.449 -8.085
H 6.961 -3.082 -6.439
H 4.504 -1.162 -6.223
C 3.501 2.947 -8.540
C 3.387 1.720 -7.653
C 1.966 1.220 -7.412
O 4.069 0.662 -8.228
H 4.532 3.297 -8.597
H 2.864 3.777 -8.234
H 3.369 2.741 -9.602
H 3.832 1.978 -6.692
H 1.477 1.775 -6.611
H 1.824 0.160 -7.203
H 1.289 1.272 -8.265
H 4.062 0.776 -9.181
C 3.510 -1.720 -12.577
C 4.366 -0.957 -11.609
C 5.746 -0.661 -12.178
O 3.779 0.253 -11.200
H 2.491 -1.754 -12.192
H 3.781 -2.771 -12.681
H 3.464 -1.227 -13.548
H 4.472 -1.601 -10.735
H 6.159 0.299 -11.868
H 5.900 -0.565 -13.252
H 6.524 -1.362 -11.876
H 3.901 0.830 -11.957
C 12.079 -5.767 -3.696
C 11.142 -4.936 -4.578
C 9.797 -4.595 -4.103
O 11.950 -3.814 -4.762
H 11.537 -6.655 -3.371
H 12.343 -5.186 -2.812
H 12.932 -6.160 -4.249
H 11.015 -5.603 -5.431
H 9.783 -3.967 -3.213
H 9.136 -5.435 -3.887
H 9.293 -4.057 -4.906
H 12.823 -4.159 -4.563
C 2.491 0.320 -3.481
C 2.277 0.399 -1.946
C 0.749 0.396 -1.627
O 2.820 -0.793 -1.370
H 1.989 1.109 -4.042
H 1.949 -0.569 -3.802
H 3.518 0.166 -3.812
H 2.819 1.242 -1.517
H 0.539 0.260 -0.566
H 0.207 -0.334 -2.229
H 0.202 1.302 -1.886
H 2.703 -1.575 -1.916
C 0.198 -2.805 -5.081
C -0.119 -4.252 -4.697
C -0.783 -4.377 -3.335
O -1.009 -4.625 -5.661
H -0.701 -2.197 -5.174
H 0.721 -2.749 -6.036
H 0.769 -2.240 -4.344
H 0.778 -4.852 -4.855
H -0.339 -3.671 -2.633
H -0.568 -5.363 -2.924
H -1.866 -4.257 -3.318
H -0.850 -5.544 -5.887
C 1.989 -6.747 -6.513
C 1.151 -7.462 -7.553
C 1.403 -8.949 -7.525
O -0.194 -7.115 -7.298
H 3.052 -6.970 -6.600
H 1.681 -7.145 -5.547
H 1.937 -5.662 -6.611
H 1.404 -7.062 -8.535
H 2.381 -9.219 -7.925
H 0.651 -9.394 -8.176
H 1.237 -9.205 -6.478
H -0.792 -7.703 -7.765
C 10.305 -3.249 -8.263
C 10.943 -3.476 -9.627
C 12.238 -2.777 -9.839
O 11.262 -4.820 -9.548
H 10.001 -2.202 -8.283
H 10.993 -3.578 -7.484
H 9.382 -3.801 -8.086
H 10.225 -3.383 -10.442
H 11.948 -1.726 -9.871
H 12.801 -3.064 -10.727
H 12.924 -2.942 -9.009
H 11.762 -4.999 -8.749
```

Computed properties:
- LUMO energy (spin up / spin down) (eV) = 2.412 / 2.389
- molecular weight (Da) = 540.864
- net charge = -1
- <S²> = 0.750
- spin multiplicity = 2
- gap between HOMO and LUMO (spin up / spin down) (eV) = 1.7 / 10.0

=====

Entry 2:
Computed, not measured: a cluster of 12 separate species, C15H54N12O12 in total at a distorted geometry, with wB97M-V/def2-TZVPD.

Geometry as XYZ:
```
93
Properties=species:S:1:pos:R:3
N 0.701 -1.582 -2.205
C 0.012 -2.665 -2.276
N 0.393 -3.686 -1.537
O -1.021 -2.840 -3.118
H 0.451 -0.759 -2.789
H 1.535 -1.597 -1.730
H -0.129 -4.579 -1.597
H 1.332 -3.784 -1.021
N -0.013 0.494 -3.808
C 0.549 1.662 -3.887
N 0.376 2.413 -2.833
O 1.360 2.075 -4.952
H 0.057 0.029 -4.728
H -0.889 0.370 -3.254
H 0.452 3.446 -2.845
H -0.056 2.044 -2.026
N 4.675 -2.863 -1.391
C 3.579 -2.966 -0.742
N 2.985 -1.885 -0.347
O 2.936 -4.216 -0.404
H 5.126 -3.774 -1.490
H 4.883 -2.112 -2.067
H 2.064 -1.977 0.112
H 3.369 -0.931 -0.444
N -4.995 0.778 0.093
C -4.207 1.816 0.316
N -4.533 2.792 -0.449
O -3.353 1.866 1.317
H -4.557 -0.063 0.554
H -5.616 0.570 -0.671
H -4.114 3.763 -0.247
H -5.282 2.784 -1.147
N 5.932 -0.833 0.275
C 5.360 0.332 0.100
N 5.921 1.393 0.624
O 4.040 0.543 -0.478
H 5.449 -1.611 -0.171
H 6.909 -0.943 0.525
H 5.419 2.263 0.555
H 6.924 1.444 0.836
N 1.038 -2.973 2.852
C 0.422 -3.309 1.737
N 0.335 -2.379 0.845
O -0.054 -4.582 1.501
H 1.069 -3.671 3.525
H 1.184 -2.039 3.145
H 0.091 -2.757 -0.095
H 0.141 -1.435 1.119
C -0.187 5.370 0.805
C -0.522 4.065 0.263
O -1.420 4.117 -0.727
H -0.892 6.146 0.703
H 0.655 5.731 0.198
H 0.260 5.312 1.723
H -1.008 3.438 1.010
H 0.381 3.525 -0.041
H -2.307 4.577 -0.450
C -4.136 -2.019 -0.925
C -2.920 -2.106 -0.006
O -2.643 -0.785 0.215
H -5.029 -2.242 -0.425
H -4.212 -2.751 -1.684
H -4.268 -1.080 -1.469
H -2.104 -2.582 -0.475
H -3.192 -2.627 0.949
H -2.391 -0.384 -0.576
C 2.553 1.579 2.488
C 2.520 0.235 3.139
O 1.295 0.017 3.814
H 3.507 1.723 1.982
H 2.327 2.371 3.197
H 1.763 1.802 1.755
H 3.411 0.048 3.796
H 2.454 -0.522 2.318
H 0.526 0.167 3.252
C -2.747 1.089 -2.926
O -2.229 -0.121 -2.486
H -3.790 1.019 -2.569
H -2.756 1.160 -4.002
H -2.319 1.999 -2.487
H -2.737 -0.819 -2.859
C 0.077 0.593 0.071
O -0.388 0.293 1.377
H 1.139 0.825 0.140
H -0.548 1.405 -0.330
H -0.292 -0.197 -0.571
H -1.328 0.231 1.283
C -2.708 -0.934 4.028
O -1.394 -0.768 4.459
H -3.309 -1.536 4.719
H -2.804 -1.292 3.002
H -3.232 -0.043 3.945
H -1.343 -0.072 5.122
```

Computed properties:
- LUMO energy (eV) = -0.009
- molecular weight (Da) = 594.669
- net charge = 0
- gap between HOMO and LUMO (eV) = 8.2

=====

Entry 3:
Computed, not measured: a structure of composition C28H20CsF10N5O2 at a distorted geometry, with wB97M-V/def2-TZVPD.

Geometry as XYZ:
```
66
Properties=species:S:1:pos:R:3
Cs -0.660 1.181 0.864
C -0.886 1.721 -2.877
N -1.296 0.380 -2.490
C -2.747 0.216 -2.568
C -3.564 1.206 -1.754
N -3.313 1.037 -0.342
C -3.915 1.811 0.540
C -4.825 2.905 0.346
F -5.211 3.254 -0.914
C -5.396 3.632 1.369
F -6.241 4.642 1.069
C -5.132 3.358 2.697
F -5.671 4.104 3.692
C -4.273 2.309 2.962
F -4.026 1.979 4.243
C -3.697 1.584 1.944
F -2.943 0.511 2.317
C -0.670 -0.605 -3.376
C 0.778 -0.989 -3.031
N 0.897 -2.105 -2.116
C 0.849 -3.325 -2.588
C 0.560 -3.793 -3.918
F 0.207 -2.900 -4.890
C 0.552 -5.123 -4.288
F 0.260 -5.456 -5.567
C 0.821 -6.135 -3.389
F 0.850 -7.439 -3.770
C 1.100 -5.754 -2.085
F 1.390 -6.712 -1.175
C 1.106 -4.436 -1.713
F 1.397 -4.156 -0.418
H -1.293 1.989 -3.869
H 0.201 1.769 -2.929
H -1.219 2.465 -2.152
H -2.982 -0.790 -2.214
H -3.086 0.295 -3.621
H -4.618 1.016 -2.008
H -3.354 2.223 -2.112
H -0.716 -0.237 -4.419
H -1.262 -1.521 -3.341
H 1.264 -0.131 -2.555
H 1.316 -1.178 -3.969
O -0.005 4.033 3.492
C 0.677 3.281 2.779
O 0.779 3.233 1.529
C 1.501 2.236 3.559
C 2.110 2.586 4.762
C 2.841 1.635 5.447
C 2.919 0.346 4.933
C 2.260 0.074 3.749
N 1.575 0.996 3.065
H 1.974 3.592 5.134
H 3.334 1.884 6.380
H 3.475 -0.432 5.441
H 2.285 -0.919 3.314
C 4.782 -1.123 1.571
C 3.807 -1.749 0.812
C 2.888 -0.962 0.123
N 2.911 0.376 0.177
C 3.837 0.968 0.929
C 4.801 0.262 1.635
H 5.514 -1.705 2.121
H 3.747 -2.828 0.743
H 2.118 -1.420 -0.504
H 3.789 2.050 0.978
H 5.531 0.786 2.240
```

Computed properties:
- LUMO energy (eV) = 3.821
- molecular weight (Da) = 781.386
- net charge = -2
- gap between HOMO and LUMO (eV) = 5.5

=====

Entry 4:
Computed, not measured: the ion C4H9NOS with charge -2 at a distorted geometry, with wB97M-V/def2-TZVPD.

Geometry as XYZ:
```
16
Properties=species:S:1:pos:R:3
C -1.856 0.189 0.121
C -0.338 0.413 0.072
C 0.123 0.344 -1.404
S -0.785 1.354 -2.649
N 0.350 -0.427 1.021
C 1.871 -0.587 1.053
O 2.232 -1.630 1.764
H -2.198 -0.218 1.061
H -2.175 -0.477 -0.699
H -2.372 1.110 -0.117
H -0.287 1.467 0.410
H 1.156 0.666 -1.419
H -0.085 -0.694 -1.648
H -0.008 -1.381 0.992
H 2.224 -0.573 0.004
H 2.148 0.444 1.438
```

Computed properties:
- LUMO energy (eV) = 6.077
- molecular weight (Da) = 119.189
- net charge = -2
- gap between HOMO and LUMO (eV) = 5.4